No. 1
{
  "formula": "C4H3IO",
  "method": "ωB97M-V/def2-TZVPD",
  "elements": ["C", "C", "I", "O", "H", "C", "H", "C", "H"],
  "xyz": [[-0.183, 1.409, 0.396], [0.652, -0.946, 0.036], [-2.683, -0.426, 0.065], [0.472, 2.329, -0.045], [-0.806, 0.592, -1.485], [1.463, -1.840, -0.010], [2.024, -2.649, 0.075], [-0.802, 0.377, -0.492], [-0.137, 1.155, 1.459]],
  "lowdin_charge": [-0.4128, -0.0271, 0.8337, 0.0541, 0.0064, 0.0434, -0.0305, -0.5801, 0.1129],
  "homo_lumo_gap_ev": 9.7,
  "homo_energy_ev": -10.194,
  "total_charge": 0,
  "lumo_ha": -0.0181
}

=====

No. 2
{
  "formula": "C4H3IrLiO2",
  "method": "ωB97M-V/def2-TZVPD",
  "elements": ["H", "C", "H", "Ir", "C", "C", "Li", "O", "H", "C", "O"],
  "xyz": [[-0.639, -0.333, -1.261], [-0.738, -0.286, -0.168], [2.547, -0.782, 0.377], [-3.123, -1.472, 0.818], [1.917, 0.785, -0.803], [0.349, -0.373, 0.637], [-2.326, 1.543, -0.263], [2.069, 1.701, -1.511], [0.222, -0.481, 1.721], [1.709, -0.122, 0.144], [-1.988, -0.180, 0.309]],
  "lowdin_charge": [0.1603, -0.2447, 0.1773, 1.0757, 0.0050, 0.0076, 0.8347, 0.3654, 0.1573, 0.0840, -0.6225],
  "homo_lumo_gap_ev": [6.5, 5.8],
  "spin_multiplicity": 6,
  "homo_energy_ev": [-15.105, -17.932],
  "total_charge": 2,
  "lumo_ha": [-0.3147, -0.4470]
}

=====

No. 3
{
  "formula": "C4H3Li2O2Tl",
  "method": "ωB97M-V/def2-TZVPD",
  "elements": ["C", "O", "O", "Li", "H", "H", "C", "Li", "C", "H", "C", "Tl"],
  "xyz": [[0.607, 0.532, 0.517], [-1.378, -0.286, -1.184], [2.172, -1.191, 0.799], [-2.899, -0.766, -0.251], [-1.955, 1.877, -1.099], [0.921, 0.908, 1.511], [1.441, -0.453, 0.017], [1.861, -1.515, 2.538], [-0.610, 1.318, 0.266], [1.453, 0.326, -0.965], [-1.349, 0.993, -0.814], [-0.264, -1.742, -1.335]],
  "lowdin_charge": [-0.2774, -0.6968, -0.3608, 0.6843, 0.0725, 0.0607, -0.6592, 0.7743, -0.1401, 0.1744, -0.4413, 0.8094],
  "homo_lumo_gap_ev": 4.1,
  "homo_energy_ev": -5.191,
  "total_charge": 0,
  "lumo_ha": -0.0408
}

=====

No. 4
{
  "formula": "C4H3LiMgO2",
  "method": "ωB97M-V/def2-TZVPD",
  "elements": ["H", "C", "H", "Li", "O", "C", "H", "C", "O", "C", "Mg"],
  "xyz": [[0.175, 1.550, -0.748], [1.729, -0.045, 1.252], [0.557, 0.258, -1.868], [-1.862, -1.472, -1.387], [-0.198, -1.725, 1.868], [1.011, -0.226, 0.141], [2.388, 0.661, 1.756], [0.135, 0.456, -0.870], [-1.134, -0.048, -0.446], [0.221, -0.803, 1.206], [-3.022, 1.395, -0.903]],
  "lowdin_charge": [0.1132, 0.1723, 0.1151, 0.7506, 0.0877, -0.1610, 0.0877, -0.3171, -0.5710, -0.2662, 0.9888],
  "homo_lumo_gap_ev": [6.2, 4.7],
  "spin_multiplicity": 2,
  "homo_energy_ev": [-11.026, -11.011],
  "total_charge": 1,
  "lumo_ha": [-0.1757, -0.2326]
}

=====

No. 5
{
  "formula": "C4H3LiMgO6",
  "method": "ωB97M-V/def2-TZVPD",
  "elements": ["O", "O", "Li", "O", "O", "C", "C", "O", "H", "O", "H", "C", "Mg", "H", "C"],
  "xyz": [[1.992, 3.579, 3.033], [1.088, 1.936, 1.917], [-5.073, 1.846, 1.323], [-3.114, 2.124, 1.253], [-1.909, 0.236, 0.912], [-3.083, 0.881, 1.099], [-0.724, 0.947, 0.837], [-4.104, 0.153, 1.101], [-0.525, 1.491, -0.086], [1.843, 1.587, 4.028], [-0.465, 1.007, 2.969], [1.706, 2.349, 3.074], [2.772, 4.808, 4.444], [0.341, -1.097, 2.397], [-0.032, 1.145, 1.977]],
  "lowdin_charge": [-0.3278, 0.0001, 0.8270, -0.0802, 0.0007, -0.8043, -0.1170, -0.0979, 0.1345, -0.0242, 0.1313, -0.7947, 0.1653, 0.1356, -0.1485],
  "homo_lumo_gap_ev": [2.8, 2.8],
  "spin_multiplicity": 2,
  "homo_energy_ev": [-1.841, -1.840],
  "total_charge": -1,
  "lumo_ha": [0.0338, 0.0337]
}

=====

No. 6
{
  "formula": "C4H3LiO6",
  "method": "ωB97M-V/def2-TZVPD",
  "elements": ["H", "H", "C", "O", "C", "O", "H", "O", "O", "C", "Li", "O", "C", "O"],
  "xyz": [[1.260, 2.061, 0.976], [-0.285, -0.343, 2.154], [0.840, 1.058, 1.056], [1.130, 0.236, 0.010], [-2.289, -1.561, -0.903], [-3.451, -1.852, -1.316], [-0.507, 1.486, 2.599], [-1.231, -2.035, -1.370], [1.868, -0.119, -2.009], [1.995, 0.660, -1.040], [0.458, -1.252, -1.288], [2.644, 1.681, -0.890], [-0.102, 0.712, 1.948], [-2.330, -0.733, 0.071]],
  "lowdin_charge": [0.1136, 0.0591, -0.2083, -0.0821, -0.9471, 0.0885, 0.0456, -0.0926, -0.0803, -0.7642, 0.7357, 0.0327, 0.0130, 0.0864],
  "homo_lumo_gap_ev": [8.9, 7.9],
  "spin_multiplicity": 2,
  "homo_energy_ev": [-5.855, -5.857],
  "total_charge": -1,
  "lumo_ha": [0.1123, 0.0746]
}

=====

No. 7
{
  "formula": "C4H3LiO6Tl",
  "method": "ωB97M-V/def2-TZVPD",
  "elements": ["O", "H", "H", "O", "O", "C", "C", "Li", "O", "C", "H", "Tl", "C", "O", "O"],
  "xyz": [[-1.053, 0.941, -1.366], [0.071, -0.518, 0.473], [0.885, -1.373, -0.972], [3.553, -0.131, 1.949], [-3.224, 0.961, -0.988], [0.291, 1.091, -0.946], [2.452, -0.478, 1.453], [3.351, -1.763, 3.073], [-1.866, 1.786, 0.573], [0.775, 0.007, -0.186], [0.529, 2.102, -0.598], [-4.072, 1.862, 0.892], [-2.087, 1.261, -0.543], [2.015, 0.274, 0.419], [1.821, -1.504, 1.804]],
  "lowdin_charge": [-0.0433, 0.0734, 0.0911, -0.1197, -0.1957, -0.2636, -0.8180, 0.8072, -0.1985, -0.3400, 0.0685, 0.9118, -0.8473, -0.0073, -0.1188],
  "homo_lumo_gap_ev": 2.3,
  "homo_energy_ev": -0.904,
  "total_charge": -1,
  "lumo_ha": 0.0502
}

=====

No. 8
{
  "formula": "C4H3N",
  "method": "ωB97M-V/def2-TZVPD",
  "elements": ["H", "C", "H", "N", "H", "C", "C", "C"],
  "xyz": [[0.875, 0.972, 1.247], [0.362, -0.834, 0.228], [1.906, 0.606, -0.206], [-2.007, 0.006, -1.416], [0.140, 0.948, -0.402], [-1.472, -0.879, -0.878], [0.926, 0.500, 0.263], [-0.530, -1.601, -0.122]],
  "lowdin_charge": [0.0915, -0.0318, 0.0895, 0.1273, 0.1026, -0.3009, -0.0492, -0.0289],
  "homo_lumo_gap_ev": 9.9,
  "homo_energy_ev": -10.414,
  "smiles": "CC#CC#N",
  "total_charge": 0,
  "lumo_ha": -0.0171
}

=====

No. 9
{
  "formula": "C4H3N",
  "method": "ωB97M-V/def2-TZVPD",
  "elements": ["C", "H", "C", "N", "C", "C", "H", "H"],
  "xyz": [[1.354, 0.497, -0.117], [-2.229, 0.773, -0.063], [-0.047, 0.608, -0.289], [-0.856, -1.098, -0.177], [1.439, -0.788, 0.013], [-1.247, 0.239, -0.209], [2.137, 1.234, 0.011], [-0.551, -1.465, 0.831]],
  "lowdin_charge": [-0.2321, 0.1305, -0.0692, 0.0564, 0.1616, -0.2549, 0.1014, 0.1063],
  "homo_lumo_gap_ev": 9.1,
  "homo_energy_ev": -9.099,
  "total_charge": 0,
  "lumo_ha": -0.0003
}

=====

No. 10
{
  "formula": "C4H3N",
  "method": "ωB97M-V/def2-TZVPD",
  "elements": ["C", "H", "C", "C", "H", "C", "N", "H"],
  "xyz": [[0.479, 0.393, -0.065], [-1.257, -0.346, 0.966], [0.856, 1.637, -0.280], [1.483, -0.614, 0.112], [-1.245, -0.669, -0.788], [-1.004, 0.065, -0.014], [2.290, -1.431, 0.254], [-1.601, 0.965, -0.184]],
  "lowdin_charge": [-0.4509, 0.0905, 0.3007, -0.2192, 0.0906, -0.0568, 0.1654, 0.0797],
  "homo_lumo_gap_ev": 9.4,
  "homo_energy_ev": -10.797,
  "total_charge": 0,
  "lumo_ha": -0.0507
}

=====

No. 11
{
  "formula": "C4H3N2",
  "method": "ωB97M-V/def2-TZVPD",
  "elements": ["N", "H", "C", "N", "C", "C", "H", "H", "C"],
  "xyz": [[3.770, -0.815, 0.212], [-2.622, -1.467, 0.699], [-2.115, -0.995, -0.067], [-1.348, -0.050, 0.295], [-0.404, 0.715, 0.053], [0.451, 1.592, 0.050], [1.300, 2.153, -0.173], [-2.151, -1.189, -1.046], [3.119, 0.056, -0.022]],
  "lowdin_charge": [0.0738, 0.1133, 0.2484, 0.1699, -0.0656, 0.3268, 0.0641, 0.0976, -0.0283],
  "homo_lumo_gap_ev": [8.6, 7.9],
  "homo_energy_ev": [-16.535, -16.457],
  "total_charge": 1,
  "lumo_ha": [-0.2921, -0.3129]
}

=====

No. 12
{
  "formula": "C4H3N2OP",
  "method": "ωB97M-V/def2-TZVPD",
  "elements": ["N", "O", "H", "C", "C", "P", "N", "H", "C", "H", "C"],
  "xyz": [[-1.110, 1.783, 0.229], [1.456, -0.088, -1.639], [-3.549, -1.948, 1.599], [-2.338, -1.120, 0.161], [2.155, 0.391, -0.817], [-1.382, -0.786, -1.176], [-3.371, -1.409, 0.744], [3.547, 1.511, 0.006], [2.914, 0.696, 0.150], [2.798, 0.215, 1.062], [-1.120, 0.755, -0.318]],
  "lowdin_charge": [0.0789, 0.0594, 0.0949, -0.5292, -0.2776, 0.8981, 0.1329, 0.0540, 0.0301, 0.0568, -0.5983],
  "homo_lumo_gap_ev": 8.8,
  "homo_energy_ev": -8.893,
  "smiles": "N#CP=C=N.C=C=O",
  "total_charge": 0,
  "lumo_ha": -0.0019
}

=====

No. 13
{
  "formula": "C4H3N3O",
  "method": "ωB97M-V/def2-TZVPD",
  "elements": ["C", "N", "C", "H", "N", "N", "C", "O", "C", "H", "H"],
  "xyz": [[-1.102, -1.172, -0.622], [-0.699, 1.488, -1.189], [0.715, -1.016, 0.775], [1.355, 1.831, 1.027], [0.016, 2.261, -0.478], [0.750, 1.495, 0.321], [0.458, 0.182, 0.232], [-0.248, -1.861, 0.225], [-0.660, 0.094, -0.676], [-1.812, -1.651, -1.201], [1.226, -1.651, 1.587]],
  "lowdin_charge": [-0.0273, 0.0397, -0.0250, 0.1449, 0.0031, 0.0258, -0.2473, -0.0361, -0.1393, 0.1042, 0.1574],
  "homo_lumo_gap_ev": 9.2,
  "homo_energy_ev": -8.672,
  "smiles": "c1occ2[nH]nnc12",
  "total_charge": 0,
  "lumo_ha": 0.0194
}

=====

No. 14
{
  "formula": "C4H3N3O",
  "method": "ωB97M-V/def2-TZVPD",
  "elements": ["N", "H", "C", "C", "H", "O", "C", "N", "N", "H", "C"],
  "xyz": [[1.796, 1.524, 0.513], [-1.653, -0.909, 1.643], [-1.032, -0.610, 0.831], [0.450, 0.107, -0.633], [1.765, 1.706, -1.262], [-0.456, -0.668, -1.426], [0.242, -0.079, 0.751], [1.069, 0.741, 1.358], [1.396, 1.087, -0.666], [-2.243, -1.805, -0.753], [-1.334, -1.095, -0.357]],
  "lowdin_charge": [0.0380, 0.1129, -0.0458, -0.1569, 0.1046, 0.0289, -0.2804, 0.0435, 0.0551, 0.1831, -0.0830],
  "homo_lumo_gap_ev": 9.9,
  "homo_energy_ev": -9.148,
  "smiles": "c1cc2nn[nH]c2o1",
  "total_charge": 0,
  "lumo_ha": 0.0293
}

=====

No. 15
{
  "formula": "C4H3N3O2",
  "method": "ωB97M-V/def2-TZVPD",
  "elements": ["C", "N", "N", "H", "H", "C", "O", "H", "C", "N", "O", "C"],
  "xyz": [[1.045, 1.471, -0.374], [1.807, 0.499, -0.524], [-1.120, 0.961, 0.584], [1.285, 2.528, -0.852], [-0.134, -2.158, -0.645], [-0.228, -1.092, -0.388], [-2.653, -0.737, -0.348], [-3.176, -0.529, 0.817], [1.202, -0.743, 0.070], [-0.202, 1.823, 0.420], [1.942, -1.603, 0.573], [-1.299, -0.321, -0.055]],
  "lowdin_charge": [-0.2019, 0.1598, 0.0458, 0.1362, 0.1296, 0.0775, -0.0797, 0.2998, -0.3725, 0.0751, 0.0710, -0.3410],
  "homo_lumo_gap_ev": 8.5,
  "homo_energy_ev": -9.851,
  "total_charge": 0,
  "lumo_ha": -0.0513
}

=====

No. 16
{
  "formula": "C4H3NO",
  "method": "ωB97M-V/def2-TZVPD",
  "elements": ["N", "H", "C", "H", "C", "C", "O", "H", "C"],
  "xyz": [[1.089, 0.979, 1.922], [1.089, 0.695, -1.232], [-0.929, 0.263, -0.676], [1.004, -1.726, 0.925], [-2.110, 0.130, -0.906], [0.435, 0.413, -0.407], [1.564, -1.064, 0.483], [-3.156, 0.017, -1.097], [1.005, 0.337, 0.912]],
  "lowdin_charge": [0.1554, 0.1377, -0.0712, 0.0817, 0.2039, 0.0540, -0.0319, 0.0552, -0.5847],
  "homo_lumo_gap_ev": [6.0, 6.0],
  "homo_energy_ev": [-8.379, -8.373],
  "total_charge": 0,
  "lumo_ha": [-0.0878, -0.0879]
}

=====

No. 17
{
  "formula": "C4H3NO",
  "method": "ωB97M-V/def2-TZVPD",
  "elements": ["O", "C", "H", "H", "N", "C", "H", "C", "C"],
  "xyz": [[2.360, 0.053, -0.008], [-0.473, -0.404, 0.310], [-2.585, -1.281, 0.501], [1.792, 1.576, -1.200], [-0.430, -1.490, 1.147], [0.064, 0.570, -0.401], [-0.573, 1.321, -0.849], [-1.671, -1.075, 1.041], [1.516, 0.728, -0.542]],
  "lowdin_charge": [0.0400, -0.2331, 0.1162, 0.1092, 0.1591, -0.0655, 0.0937, 0.0847, -0.3044],
  "homo_lumo_gap_ev": 8.4,
  "homo_energy_ev": -9.457,
  "smiles": "O=C/C=C1C=N/1",
  "total_charge": 0,
  "lumo_ha": -0.0396
}

=====

No. 18
{
  "formula": "C4H3NO",
  "method": "ωB97M-V/def2-TZVPD",
  "elements": ["H", "C", "C", "H", "C", "N", "C", "O", "H"],
  "xyz": [[-0.226, -1.141, -1.478], [0.935, 0.134, -0.275], [2.012, 0.526, 0.081], [-1.636, 0.700, -0.021], [-0.357, -0.471, -0.593], [-1.392, -0.182, 1.806], [-0.898, -0.842, 0.977], [-1.415, 0.354, -0.905], [2.959, 0.885, 0.421]],
  "lowdin_charge": [0.1582, -0.1054, 0.1496, 0.0751, -0.3254, 0.1127, -0.0830, -0.0227, 0.0409],
  "homo_lumo_gap_ev": 10.7,
  "homo_energy_ev": -10.972,
  "smiles": "C#C[C@H](O)C#N",
  "total_charge": 0,
  "lumo_ha": -0.0106
}

=====

No. 19
{
  "formula": "C4H3NO",
  "method": "ωB97M-V/def2-TZVPD",
  "elements": ["C", "N", "H", "H", "C", "C", "H", "C", "O"],
  "xyz": [[1.402, 0.968, 0.738], [0.802, -0.685, -2.041], [2.483, 1.312, 0.312], [1.421, 0.042, 1.525], [-1.180, -0.600, -0.494], [-0.135, -0.636, -1.381], [-3.068, -0.854, 0.807], [-2.096, -0.864, 0.261], [0.371, 1.316, 0.273]],
  "lowdin_charge": [-0.2805, 0.1866, 0.1438, 0.1471, -0.1473, -0.2813, 0.0734, 0.1565, 0.0017],
  "homo_lumo_gap_ev": [7.1, 8.3],
  "spin_multiplicity": 3,
  "homo_energy_ev": [-6.632, -10.943],
  "total_charge": 0,
  "lumo_ha": [0.0177, -0.0984]
}

=====

No. 20
{
  "formula": "C4H3NO2",
  "method": "ωB97M-V/def2-TZVPD",
  "elements": ["O", "H", "H", "C", "C", "O", "C", "N", "H", "C"],
  "xyz": [[0.621, -1.821, 0.500], [-0.341, 2.921, 0.885], [-0.338, -1.599, -1.436], [0.373, 1.353, 0.035], [-0.619, -1.433, 0.721], [-1.459, -1.540, 1.560], [0.449, 0.353, -0.830], [0.413, 2.235, 0.876], [1.007, 0.515, -1.747], [-0.106, -0.984, -0.565]],
  "lowdin_charge": [0.1287, 0.0916, 0.1438, -0.1452, -0.4893, 0.1453, -0.0564, 0.1814, 0.1108, -0.1106],
  "homo_lumo_gap_ev": 10.3,
  "homo_energy_ev": -9.678,
  "smiles": "N=C=C[C@H]1OC1=O",
  "total_charge": 0,
  "lumo_ha": 0.0220
}